No. 1
{
  "formula": "C4H10NO2",
  "method": "the ωB97M-V functional and the def2-TZVPD basis",
  "symbols": ["O", "C", "C", "C", "C", "O", "N", "H", "H", "H", "H", "H", "H", "H", "H", "H", "H"],
  "positions_angstrom": [[-0.854, 0.292, -0.551], [-0.036, 1.100, -0.880], [1.314, 1.039, -0.263], [1.837, 0.009, 0.548], [3.005, -0.728, -0.197], [0.981, -0.927, 1.094], [-5.010, -0.469, 0.224], [-0.236, 1.903, -1.607], [2.069, 1.729, -0.632], [2.286, 0.495, 1.451], [3.180, -1.591, 0.444], [2.694, -1.080, -1.179], [3.940, -0.189, -0.212], [0.079, -0.820, 0.749], [-5.084, 0.196, 0.980], [-5.083, 0.007, -0.669], [-5.764, -1.133, 0.318]],
  "de_lowest_ev": 5.171,
  "e_homo_ev": -12.13,
  "charge": 1
}

=====

No. 2
{
  "formula": "C3H7NO4",
  "method": "the ωB97M-V functional and the def2-TZVPD basis",
  "symbols": ["C", "C", "O", "O", "H", "H", "H", "H", "C", "N", "O", "O", "H", "H", "H"],
  "positions_angstrom": [[1.893, 0.930, -0.028], [0.782, 0.045, 0.454], [1.257, -1.107, 1.012], [-0.298, 0.553, 0.956], [0.504, -1.543, 1.448], [2.683, 0.345, -0.496], [1.499, 1.658, -0.733], [2.308, 1.453, 0.836], [-1.460, -0.556, -0.052], [-2.342, 0.301, -0.631], [-0.083, -0.537, -1.037], [-1.663, -1.592, 0.509], [0.147, -1.466, -1.198], [-3.248, 0.304, -0.184], [-1.977, 1.212, -0.856]],
  "de_lowest_ev": 2.263,
  "e_homo_ev": -10.16
}

=====

No. 3
{
  "formula": "C10H16",
  "method": "the ωB97M-V functional and the def2-TZVPD basis",
  "symbols": ["C", "C", "C", "C", "C", "C", "C", "H", "H", "H", "H", "H", "H", "H", "H", "C", "C", "C", "H", "H", "H", "H", "H", "H", "H", "H"],
  "positions_angstrom": [[-0.749, -0.173, -2.432], [-0.547, -0.819, -1.096], [0.638, -1.484, -0.817], [0.870, -2.015, 0.448], [-0.094, -1.900, 1.429], [-1.327, -1.343, 1.153], [-1.514, -0.786, -0.102], [-0.551, -0.879, -3.236], [-0.046, 0.653, -2.530], [-1.723, 0.311, -2.529], [1.384, -1.706, -1.568], [1.820, -2.462, 0.703], [0.126, -2.212, 2.446], [-2.133, -1.379, 1.881], [-2.506, -0.421, -0.333], [1.656, 2.257, -0.490], [0.513, 2.775, 0.370], [0.154, 1.872, 1.595], [2.350, 3.079, -0.736], [1.375, 1.905, -1.479], [2.296, 1.517, 0.000], [0.731, 3.789, 0.703], [-0.397, 2.904, -0.229], [0.931, 1.120, 1.621], [-0.006, 2.532, 2.448], [-0.801, 1.382, 1.457]],
  "smiles": "Cc1ccccc1.CCC",
  "de_lowest_ev": 0.616,
  "e_homo_ev": -9.07
}

=====

No. 4
{
  "formula": "C3H8N2",
  "method": "the ωB97M-V functional and the def2-TZVPD basis",
  "symbols": ["C", "C", "C", "H", "H", "H", "H", "H", "H", "H", "H", "N", "N"],
  "positions_angstrom": [[-0.338, 1.690, -0.119], [0.778, 0.632, -0.117], [-0.466, -1.241, 0.592], [-1.293, 1.294, 0.418], [-0.778, 1.875, -1.165], [-0.026, 2.624, 0.335], [1.459, 0.826, -0.918], [1.416, 0.661, 0.823], [0.839, -1.453, -1.296], [-0.533, -0.500, 1.458], [-0.570, -3.090, -0.306], [0.438, -0.777, -0.292], [-0.925, -2.540, 0.586]],
  "de_lowest_ev": 3.360,
  "e_homo_ev": -8.48
}

=====

No. 5
{
  "formula": "C24H39N8NiO3PS4",
  "method": "the ωB97M-V functional and the def2-TZVPD basis",
  "symbols": ["Ni", "S", "C", "S", "S", "C", "C", "O", "P", "O", "C", "C", "O", "C", "C", "H", "H", "H", "H", "H", "H", "H", "H", "H", "H", "H", "H", "H", "H", "H", "C", "N", "C", "N", "C", "N", "C", "N", "C", "C", "H", "H", "H", "H", "H", "H", "H", "H", "H", "H", "H", "H", "N", "C", "C", "C", "C", "C", "N", "H", "H", "H", "H", "H", "H", "N", "C", "S", "C", "C", "C", "N", "C", "C", "H", "H", "H", "H", "H", "H"],
  "positions_angstrom": [[-0.264, -0.527, -0.737], [-4.969, 0.282, -1.995], [-3.560, -0.596, -1.728], [-2.027, -0.132, -2.268], [-4.027, -1.968, -0.865], [-1.885, 6.057, -0.618], [-1.485, 5.227, -1.820], [-0.476, 4.251, -1.487], [-0.977, 2.896, -0.727], [0.226, 1.885, -1.285], [0.541, 1.896, -2.705], [1.886, 2.550, -2.928], [-0.390, 3.097, 0.775], [0.880, 3.696, 1.086], [0.676, 4.739, 2.156], [-2.670, 6.762, -0.898], [-1.032, 6.621, -0.235], [-2.270, 5.424, 0.185], [-1.042, 5.850, -2.593], [-2.353, 4.722, -2.250], [-0.246, 2.410, -3.253], [0.546, 0.860, -3.024], [1.898, 3.554, -2.500], [2.082, 2.628, -4.001], [2.687, 1.961, -2.477], [1.315, 4.129, 0.185], [1.547, 2.911, 1.447], [0.139, 5.603, 1.762], [1.640, 5.074, 2.545], [0.096, 4.321, 2.982], [-1.485, -1.806, 1.986], [-1.099, -0.500, 1.402], [-2.301, 0.380, 1.480], [-2.772, 0.547, 2.855], [-3.108, -0.777, 3.384], [-1.949, -1.682, 3.366], [-0.884, -1.072, 4.166], [-0.492, 0.248, 3.660], [-0.055, 0.091, 2.272], [-1.687, 1.110, 3.660], [-0.625, -2.473, 1.966], [-2.276, -2.227, 1.366], [-3.087, -0.071, 0.877], [-2.050, 1.355, 1.068], [-3.906, -1.209, 2.780], [-3.457, -0.672, 4.412], [-0.011, -1.728, 4.153], [-1.227, -0.970, 5.197], [0.830, -0.548, 2.241], [0.200, 1.073, 1.875], [-1.416, 2.085, 3.253], [-2.031, 1.236, 4.688], [2.654, 0.641, 0.132], [2.893, -0.294, -0.840], [4.194, -0.764, -1.085], [4.386, -1.700, -2.073], [3.294, -2.156, -2.811], [2.057, -1.651, -2.488], [1.837, -0.755, -1.515], [3.439, 1.173, 0.465], [1.783, 1.144, 0.034], [5.022, -0.380, -0.501], [5.383, -2.071, -2.280], [3.401, -2.879, -3.607], [1.171, -1.976, -3.023], [1.729, -7.305, -0.770], [0.625, -6.848, -1.379], [-0.325, -7.829, -2.296], [0.336, -5.383, -1.158], [1.036, -4.616, -0.227], [0.728, -3.278, -0.083], [-0.222, -2.661, -0.792], [-0.897, -3.395, -1.677], [-0.652, -4.745, -1.884], [1.964, -8.275, -0.893], [2.357, -6.715, -0.260], [1.813, -5.023, 0.405], [1.277, -2.663, 0.622], [-1.658, -2.869, -2.238], [-1.228, -5.299, -2.614]],
  "spin_multiplicity": 3,
  "de_lowest_ev": 1.076,
  "e_homo_ev": [-7.01, -6.59]
}

=====

No. 6
{
  "formula": "C8H12O",
  "method": "the ωB97M-V functional and the def2-TZVPD basis",
  "symbols": ["C", "C", "C", "C", "C", "C", "C", "C", "H", "H", "H", "H", "H", "H", "H", "H", "H", "H", "H", "H", "O"],
  "positions_angstrom": [[-1.676, 1.068, 0.149], [-0.116, 1.517, -0.010], [0.671, 0.133, -0.121], [2.015, 0.097, -0.872], [1.461, -0.405, 1.025], [-0.404, -0.792, -0.641], [-1.469, -1.751, -0.140], [-1.442, -0.396, 0.422], [-2.084, 1.619, 1.012], [-2.198, 1.187, -0.782], [0.046, 2.176, -0.911], [0.266, 2.088, 0.885], [2.032, -0.490, -1.809], [2.365, 1.111, -1.024], [1.586, 0.386, 1.792], [1.232, -1.360, 1.491], [-0.672, -0.460, -1.651], [-1.267, -2.587, 0.563], [-2.048, -2.088, -1.003], [-0.962, -0.485, 1.385], [2.664, -0.565, 0.237]],
  "de_lowest_ev": 4.296,
  "e_homo_ev": -8.52
}

=====

No. 7
{
  "formula": "C5H10N2P",
  "method": "the ωB97M-V functional and the def2-TZVPD basis",
  "symbols": ["C", "C", "C", "C", "C", "N", "N", "P", "H", "H", "H", "H", "H", "H", "H", "H", "H", "H"],
  "positions_angstrom": [[-1.190, 1.261, -0.777], [0.667, 0.531, 0.376], [0.227, -0.827, 0.556], [1.993, 1.001, 0.931], [0.193, -1.434, -0.797], [0.117, 1.352, -0.538], [-2.015, 0.640, 0.181], [-1.504, -0.549, 1.281], [-1.604, 1.840, -1.550], [0.641, -1.401, 1.336], [2.608, 1.125, 0.054], [2.530, 0.298, 1.616], [1.966, 1.809, 1.593], [-0.758, -1.091, -1.268], [0.306, -2.514, -0.878], [0.850, -0.880, -1.439], [-3.046, 0.854, 0.248], [-1.982, -2.016, -0.926]],
  "de_lowest_ev": 3.905,
  "e_homo_ev": [-12.96, -13.60],
  "charge": 1
}

=====

No. 8
{
  "formula": "C5H10",
  "method": "the ωB97M-V functional and the def2-TZVPD basis",
  "symbols": ["C", "C", "C", "C", "C", "H", "H", "H", "H", "H", "H", "H", "H", "H", "H"],
  "positions_angstrom": [[-0.402, -0.590, -2.350], [-0.162, 0.015, -1.012], [-0.481, -0.517, 0.152], [-0.265, 0.131, 1.510], [1.152, 0.832, 1.689], [-1.151, 0.032, -2.803], [-0.968, -1.589, -2.283], [0.443, -0.460, -3.015], [0.451, 1.037, -1.180], [-0.884, -1.629, 0.180], [-1.181, 0.827, 1.693], [-0.144, -0.732, 2.181], [1.207, 1.376, 2.775], [1.198, 1.622, 0.969], [1.978, 0.289, 1.552]],
  "smiles": "C/C=C/CC",
  "de_lowest_ev": 2.055,
  "e_homo_ev": -9.15
}